Formula: C19H44Cl2O2Si4Sn
Source: OMol25
Level of theory: wB97M-V/def2-TZVPD

Values from the calculation:
Kohn-Sham gap ... 3.017 eV
E_HOMO ... 0.98 eV
Lowest unoccupied orbital energy ... 0.14681 hartree
Net charge ... -2

Last column: Mulliken charge in e.
CARTESIAN COORDINATES (ANGSTROEM)
C1 -4.30920 -0.50048 -0.86307  0.3385
C2 -4.23823 -1.82205 -0.29942  0.5203
C3 -3.61118 -2.65341 -1.27107  0.2575
C4 -4.70581 -2.23087 1.04053  -1.4296
C5 -3.27833 -1.87878 -2.40146  0.6282
C6 -3.74794 -0.54670 -2.15492  0.5434
C7 -3.66455 0.59361 -3.08135  -1.3493
C8 -4.83791 0.71877 -0.21931  -1.4906
C9 -3.35101 -4.09495 -1.10603  -1.2798
C10 -2.60865 -2.32932 -3.62950  -1.7224
Sn1 -0.32874 -0.81818 0.63331  0.9989
Cl1 -0.93332 -2.94532 0.97679  -0.5236
Cl2 -2.04711 0.45903 1.84726  -0.5434
O1 -0.51825 -0.94403 -1.57092  -0.7005
H1 -5.39907 -1.48103 1.43095  0.4035
H2 -3.85656 -2.31052 1.72742  0.0269
H3 -5.19985 -3.20554 0.99207  0.3860
H4 -2.47206 -4.29603 -0.45211  -0.0811
H5 -3.14859 -4.57236 -2.08520  0.4195
H6 -4.22275 -4.60728 -0.62740  0.3359
H7 -2.19869 -3.33246 -3.49564  0.4648
H8 -1.78313 -1.64972 -3.88477  0.3058
H9 -3.30128 -2.36605 -4.48505  0.2370
H10 -3.08792 0.29559 -3.97406  0.3175
H11 -3.12618 1.44575 -2.59430  0.2407
H12 -4.68376 0.90874 -3.41777  0.2856
H13 -5.02744 0.53297 0.84267  0.3028
H14 -5.78734 1.03293 -0.68171  0.3210
H15 -4.08517 1.51529 -0.31778  0.2309
H16 -0.18477 -1.84644 -1.77281  0.1458
O2 -1.59074 2.55808 -1.49880  -1.0947
H17 -1.05696 1.50465 -1.91228  0.0765
C11 1.42616 -0.45132 3.89020  -0.9262
Si1 2.54064 -0.72988 2.39312  0.1503
C12 4.33128 -0.28910 2.77282  -1.0409
C13 2.53359 -2.55562 1.91472  -0.6982
Si2 1.84412 0.73037 0.79077  0.1945
Si3 1.49731 2.90350 1.42386  0.7012
C14 3.08553 3.35506 2.32276  -1.0745
C15 1.25522 3.89113 -0.13347  -0.9467
C16 0.05075 3.23758 2.56784  -1.0740
Si4 3.09128 0.55825 -1.08740  0.6006
C17 4.69360 1.43159 -0.63697  -1.0199
C18 3.40806 -1.23960 -1.50319  -1.0050
C19 2.27976 1.37904 -2.55904  -0.8226
H18 1.79001 -1.09069 4.70722  0.3544
H19 0.38393 -0.72139 3.67976  0.3004
H20 1.45208 0.59523 4.21938  0.1908
H21 4.66133 -0.95580 3.58183  0.3719
H22 4.97555 -0.48364 1.90632  0.2338
H23 4.48912 0.74563 3.10340  0.2553
H24 1.51843 -2.84123 1.60649  0.1430
H25 3.21998 -2.77703 1.08768  0.2162
H26 2.80488 -3.19148 2.77067  0.3160
H27 3.96517 3.38900 1.67015  0.2568
H28 2.98140 4.36258 2.74798  0.3913
H29 3.33088 2.69581 3.16557  0.2233
H30 0.36181 3.52139 -0.69259  0.2544
H31 1.07943 4.94551 0.15653  0.3560
H32 2.14031 3.88361 -0.79188  0.2254
H33 -0.88618 3.21281 2.00006  0.2884
H34 -0.02987 2.51058 3.38275  0.2855
H35 0.16919 4.23886 3.00783  0.3570
H36 5.22003 0.95229 0.19560  0.2226
H37 5.36432 1.39479 -1.50461  0.3907
H38 4.55794 2.48996 -0.38563  0.2280
H39 2.48554 -1.76936 -1.77850  0.1987
H40 4.07522 -1.27366 -2.37634  0.3599
H41 3.89609 -1.78511 -0.68821  0.2085
H42 1.36213 0.84021 -2.82603  0.1173
H43 2.00918 2.42488 -2.38788  0.2819
H44 2.97726 1.33132 -3.40785  0.3618